[1]
# C13H23NO3

One molecule with the formula C13H23NO3 (the ωB97M-V functional and the def2-TZVPD basis, the Open Molecules 2025 dataset).

Structure (XYZ):
```
40
Properties=species:S:1:pos:R:3:forces:R:3
C 4.104917 -1.647614 -1.090147 -0.2 0.0 -0.1
C 2.802982 -1.419622 -1.849162 0.1 0.2 -0.1
C 2.585529 0.042550 -2.240930 0.0 -0.1 0.1
C 2.498882 1.018725 -1.064484 -0.1 -0.1 0.0
C 1.472008 0.646392 0.005028 0.1 0.1 -0.3
C 0.036801 0.625989 -0.515002 0.1 0.0 0.4
C -0.941427 0.113000 0.542114 0.2 0.3 -0.3
C -0.934097 -1.379814 0.730615 -0.3 -0.7 0.2
N 0.132743 -2.054090 0.704648 0.9 0.0 -0.1
O -0.019247 -3.436655 0.885102 -0.5 0.2 0.0
C -2.334243 -1.889905 0.912283 -0.1 -0.3 0.1
C -3.192125 -0.631671 1.024445 0.0 0.0 -0.1
C -2.416396 0.407841 0.204177 0.0 0.0 0.3
C -2.805702 1.831964 0.517644 0.0 -0.1 -0.4
O -3.212118 2.626908 -0.288648 0.0 0.1 0.0
O -2.639602 2.120459 1.815252 0.1 -0.3 0.2
C -2.971310 3.444282 2.207475 -0.1 0.4 -0.1
H 4.949252 -1.258180 -1.655589 0.1 0.0 0.0
H 4.082681 -1.155189 -0.121732 0.1 0.1 0.1
H 4.266581 -2.711084 -0.926244 0.1 -0.1 0.1
H 2.819127 -2.016321 -2.765047 -0.1 0.0 0.0
H 1.962689 -1.765637 -1.246173 -0.1 -0.1 0.0
H 1.672115 0.110794 -2.835167 0.0 0.0 -0.1
H 3.410375 0.361743 -2.883756 0.0 0.0 -0.1
H 3.478981 1.090745 -0.589066 0.0 0.1 0.0
H 2.257850 2.008579 -1.461304 0.1 0.1 0.0
H 1.540958 1.374758 0.817528 0.0 0.0 0.1
H 1.702165 -0.333321 0.419391 0.1 0.0 0.1
H -0.031391 -0.017736 -1.391999 -0.1 0.0 -0.1
H -0.260693 1.634542 -0.813634 0.0 0.0 -0.1
H -0.706506 0.577255 1.507483 -0.1 0.0 0.0
H 0.885232 -3.775784 0.844444 -0.2 0.3 0.0
H -2.402179 -2.545895 1.780958 0.0 0.0 -0.1
H -2.602838 -2.485222 0.035571 0.0 0.0 0.0
H -4.204661 -0.777040 0.650864 0.0 0.0 0.1
H -3.245910 -0.303013 2.063220 0.0 0.0 0.0
H -2.584939 0.248183 -0.865060 0.0 0.1 0.1
H -2.354693 4.164930 1.666597 -0.1 0.0 0.1
H -2.780344 3.502730 3.275886 0.0 0.0 -0.1
H -4.021452 3.651421 1.992419 0.1 0.0 0.0
```
Positions in Å, forces in eV/Å.

Results
* LUMO energy: 0.02925 hartree
* highest occupied orbital energy: -9.63 eV
* gap between HOMO and LUMO: 10.429 eV
* calculated total energy: -789.59812 Eh
* total charge: 0
* relative energy (zero: lowest compared OMol25 entry of this formula, charge and spin): 47.3 kcal per mole

---

[2]
# C4H6S

One molecule with the formula C4H6S in a non-equilibrium geometry (the ωB97M-V functional and the def2-TZVPD basis, the Open Molecules 2025 dataset).

Structure (XYZ):
```
11
Properties=species:S:1:pos:R:3:forces:R:3
C 1.205456 0.571152 -0.647074 0.8 -0.7 1.4
C 0.749345 0.780247 0.725899 -1.0 0.0 1.1
C -1.105832 -1.083317 -0.154665 -0.4 -0.8 -0.5
C -0.494169 0.027038 0.505185 -1.2 0.9 -0.6
S -2.173565 0.412553 -0.021492 1.1 0.3 0.1
H 0.598005 0.723587 -1.466534 -1.2 1.1 -1.5
H 1.875322 -0.243893 -0.783026 0.5 -0.6 -0.1
H 1.211984 0.127531 1.491199 0.8 1.1 -0.3
H 0.480495 1.805196 1.043231 0.5 -0.6 0.1
H -0.806612 -1.285137 -1.214916 -0.4 -0.5 1.2
H -1.540431 -1.834960 0.522194 0.5 -0.2 -0.9
```
Positions in Å, forces in eV/Å.

Results
* LUMO energy (spin up / spin down): 0.01370 / 0.01474 hartree
* highest occupied orbital energy (spin up / spin down): -7.37 / -7.91 eV
* gap between HOMO and LUMO (spin up / spin down): 7.743 / 8.315 eV
* calculated total energy: -554.02680 Eh
* total charge: 0
* relative energy (zero: lowest compared OMol25 entry of this formula, charge and spin): 91.2 kcal per mole

---

[3]
# C9H17BN3O3

A 2-piece molecular cluster, C9H17BN3O3 overall in a non-equilibrium geometry (the ωB97M-V functional and the def2-TZVPD basis, the Open Molecules 2025 dataset).

Structure (XYZ):
```
33
Properties=species:S:1:pos:R:3:forces:R:3
C 3.734048 1.812594 -0.542682 1.3 0.6 0.0
C 4.205422 0.425842 -1.174921 0.6 1.0 -1.5
O 3.378567 -0.727392 -0.921427 -0.8 1.3 2.2
B 2.603879 -0.654932 0.280278 0.6 -0.7 1.2
O 3.110050 -1.213939 1.538859 -1.1 -0.5 -2.7
C 1.084580 -0.002768 0.374361 -0.8 -1.1 0.0
C 0.137663 -0.937288 1.280084 -1.6 -0.5 1.2
N -0.631788 -1.561386 1.950606 3.6 2.5 -2.8
C 0.505814 0.045948 -1.124525 -1.2 -1.1 0.2
C 0.397384 -1.498965 -1.601941 2.2 -1.4 -2.1
N 0.581396 -2.567518 -2.114518 -1.2 4.5 2.4
C -1.005503 0.646721 -1.248054 -0.4 -1.1 0.8
N -1.395437 1.571838 -0.164331 1.5 0.1 -0.9
H 4.047622 1.887284 0.568596 -0.9 -0.2 -1.6
H 2.646837 2.102625 -0.726103 1.4 -0.7 0.4
H 4.362138 2.640213 -1.060892 -1.0 -1.4 0.8
H 4.215320 0.568883 -2.324958 -0.1 -0.3 1.8
H 5.293278 0.209636 -0.878631 -1.6 0.3 -0.2
H 2.761745 -2.144819 1.525886 0.5 1.0 0.5
H 1.112174 1.031348 0.890830 -0.2 -1.6 -0.9
H 1.232324 0.651604 -1.775780 -0.9 -1.4 0.8
H -1.711748 -0.265565 -1.152344 0.8 1.7 -0.1
H -1.128059 1.062897 -2.303575 0.2 -0.3 1.5
H -0.685059 2.294820 0.023320 -0.3 -0.5 -0.2
H -1.683958 1.078899 0.695652 -0.5 0.2 -1.0
C -5.305361 -1.127215 1.107635 -0.4 -0.5 0.8
C -3.941346 -0.459754 1.386364 -1.4 -0.7 -0.7
O -3.610074 0.259748 0.307679 1.0 0.3 0.2
H -5.260350 -1.798271 0.242881 0.2 0.2 0.0
H -5.613421 -1.730093 1.975092 -0.2 -0.1 0.1
H -6.092190 -0.385755 0.929230 0.2 0.1 -0.1
H -3.271214 -1.290318 1.686141 0.4 -0.2 -0.2
H -4.074725 0.075093 2.351183 0.0 0.6 0.2
```
Positions in Å, forces in eV/Å.

Results
* LUMO energy: 0.08569 hartree
* highest occupied orbital energy: -2.43 eV
* gap between HOMO and LUMO: 4.757 eV
* calculated total energy: -767.92156 Eh
* total charge: -1

---

[4]
# C18H23B2F5N5O4S2V

C18H23B2F5N5O4S2V as an isolated structure (the ωB97M-V functional and the def2-TZVPD basis, the Open Molecules 2025 dataset).

Structure (XYZ):
```
60
Properties=species:S:1:pos:R:3:forces:R:3
V -2.371268 -0.892038 1.639099 -0.4 0.0 0.4
C -2.278325 -5.219394 1.056268 0.0 0.0 0.0
C -2.415323 -3.749851 1.021014 0.0 0.0 0.0
N -2.153131 -2.910375 1.955909 0.0 -0.1 0.0
O -1.552424 -3.251831 3.120038 0.0 0.0 0.0
B -1.428897 -2.039910 3.870005 0.1 0.0 -0.1
F -0.743308 -2.012519 4.968612 0.0 0.0 0.0
F -2.590492 -1.237889 3.747456 0.0 0.0 0.0
O -0.533723 -0.963545 2.590772 0.1 0.0 0.0
N -1.069330 0.240391 2.350138 0.0 -0.1 0.1
C -1.354357 1.296772 3.037376 -0.1 0.1 -0.1
C -0.676965 1.792621 4.245290 0.0 0.0 0.0
C -2.592859 1.899662 2.408224 0.1 0.0 0.0
N -3.201167 0.948177 1.794863 0.0 0.1 0.0
O -4.268697 1.161733 0.982525 0.0 0.0 0.0
B -4.553733 -0.102408 0.376207 0.2 0.1 -0.1
F -5.454809 -0.185829 -0.559104 -0.1 -0.1 0.1
F -4.467403 -1.148069 1.355882 0.0 0.0 0.0
O -2.951123 -0.534294 -0.333596 0.0 0.1 -0.1
N -2.451586 -1.749560 -0.038748 -0.1 0.0 -0.1
C -2.947867 -2.939976 -0.142648 0.1 0.0 0.1
C -3.924691 -3.409198 -1.136511 0.0 0.0 0.0
C -3.046242 3.296783 2.555518 0.0 0.0 0.0
H -1.771345 -5.538581 1.963174 0.0 0.0 0.0
H -1.733538 -5.572311 0.179392 0.0 0.0 0.0
H -3.272551 -5.675219 1.029812 0.0 0.0 0.0
H 0.202859 1.199638 4.481134 0.0 0.0 0.0
H -1.383634 1.754828 5.081250 0.0 0.0 0.0
H -0.397774 2.839327 4.108065 0.0 0.0 0.0
H -4.169648 -2.628843 -1.852639 0.0 0.0 0.0
H -4.831365 -3.730742 -0.612378 0.0 0.0 0.0
H -3.534517 -4.288936 -1.655182 0.0 0.0 0.0
H -2.194165 3.965787 2.644203 0.0 0.0 0.0
H -3.661103 3.381396 3.457388 0.0 0.0 0.0
H -3.657801 3.580243 1.701544 0.0 0.0 0.0
F 9.933501 0.182933 -3.757579 0.0 0.0 0.0
C 8.832783 -0.294083 -3.264895 0.0 0.0 0.0
C 8.739052 -0.411721 -1.865397 0.0 0.0 0.0
C 7.588346 -0.914615 -1.351952 0.0 0.0 0.0
C 6.509827 -1.317003 -2.223320 0.0 0.0 0.0
C 5.394034 -1.889495 -1.719264 0.1 -0.3 0.0
C 6.666987 -1.160550 -3.650300 0.0 0.0 0.0
C 7.816499 -0.658605 -4.167947 0.0 0.0 0.0
H 9.577780 -0.109411 -1.253783 0.0 0.0 0.0
H 7.469013 -1.034923 -0.282787 0.0 0.0 0.0
H 5.281457 -2.085693 -0.659661 0.0 0.2 0.0
H 4.604212 -2.260418 -2.361468 0.0 0.1 -0.1
H 5.857685 -1.465215 -4.301426 0.0 0.0 0.0
H 7.985659 -0.536051 -5.228706 0.0 0.0 0.0
S -0.648670 2.296253 0.175146 0.1 -0.1 -0.1
C -0.946985 3.197551 -1.213122 0.0 0.1 0.1
N -0.884361 4.515176 -1.304434 0.0 0.0 0.0
C -0.977018 5.104128 -2.642134 0.0 0.0 0.0
C -1.738213 4.085244 -3.484189 0.0 0.0 0.0
S -1.364741 2.467835 -2.728212 0.0 0.0 0.0
H -0.568137 5.052676 -0.510589 0.0 0.0 0.0
H 0.028212 5.274303 -3.032465 0.0 0.0 0.0
H -1.502040 6.055612 -2.595027 0.0 0.0 0.0
H -1.408946 4.085548 -4.519228 0.0 0.0 0.0
H -2.813633 4.244483 -3.447613 0.0 0.0 0.0
```
Positions in Å, forces in eV/Å.

Results
* LUMO energy (spin up / spin down): -0.36450 / -0.36171 hartree
* highest occupied orbital energy (spin up / spin down): -15.43 / -15.42 eV
* gap between HOMO and LUMO (spin up / spin down): 5.512 / 5.582 eV
* calculated total energy: -3563.03461 Eh
* 2S+1: 2
* total charge: +3
* relative energy (zero: lowest compared OMol25 entry of this formula, charge and spin): 0.0 kcal per mole

---

Q: What is the total charge in the first record?
A: 0

---

Q: Which formula does entry 3 have?
A: C9H17BN3O3

---

What did the first record say?
# C13H23NO3

One molecule with the formula C13H23NO3 (the ωB97M-V functional and the def2-TZVPD basis, the Open Molecules 2025 dataset).

Structure (XYZ):
```
40
Properties=species:S:1:pos:R:3:forces:R:3
C 4.104917 -1.647614 -1.090147 -0.2 0.0 -0.1
C 2.802982 -1.419622 -1.849162 0.1 0.2 -0.1
C 2.585529 0.042550 -2.240930 0.0 -0.1 0.1
C 2.498882 1.018725 -1.064484 -0.1 -0.1 0.0
C 1.472008 0.646392 0.005028 0.1 0.1 -0.3
C 0.036801 0.625989 -0.515002 0.1 0.0 0.4
C -0.941427 0.113000 0.542114 0.2 0.3 -0.3
C -0.934097 -1.379814 0.730615 -0.3 -0.7 0.2
N 0.132743 -2.054090 0.704648 0.9 0.0 -0.1
O -0.019247 -3.436655 0.885102 -0.5 0.2 0.0
C -2.334243 -1.889905 0.912283 -0.1 -0.3 0.1
C -3.192125 -0.631671 1.024445 0.0 0.0 -0.1
C -2.416396 0.407841 0.204177 0.0 0.0 0.3
C -2.805702 1.831964 0.517644 0.0 -0.1 -0.4
O -3.212118 2.626908 -0.288648 0.0 0.1 0.0
O -2.639602 2.120459 1.815252 0.1 -0.3 0.2
C -2.971310 3.444282 2.207475 -0.1 0.4 -0.1
H 4.949252 -1.258180 -1.655589 0.1 0.0 0.0
H 4.082681 -1.155189 -0.121732 0.1 0.1 0.1
H 4.266581 -2.711084 -0.926244 0.1 -0.1 0.1
H 2.819127 -2.016321 -2.765047 -0.1 0.0 0.0
H 1.962689 -1.765637 -1.246173 -0.1 -0.1 0.0
H 1.672115 0.110794 -2.835167 0.0 0.0 -0.1
H 3.410375 0.361743 -2.883756 0.0 0.0 -0.1
H 3.478981 1.090745 -0.589066 0.0 0.1 0.0
H 2.257850 2.008579 -1.461304 0.1 0.1 0.0
H 1.540958 1.374758 0.817528 0.0 0.0 0.1
H 1.702165 -0.333321 0.419391 0.1 0.0 0.1
H -0.031391 -0.017736 -1.391999 -0.1 0.0 -0.1
H -0.260693 1.634542 -0.813634 0.0 0.0 -0.1
H -0.706506 0.577255 1.507483 -0.1 0.0 0.0
H 0.885232 -3.775784 0.844444 -0.2 0.3 0.0
H -2.402179 -2.545895 1.780958 0.0 0.0 -0.1
H -2.602838 -2.485222 0.035571 0.0 0.0 0.0
H -4.204661 -0.777040 0.650864 0.0 0.0 0.1
H -3.245910 -0.303013 2.063220 0.0 0.0 0.0
H -2.584939 0.248183 -0.865060 0.0 0.1 0.1
H -2.354693 4.164930 1.666597 -0.1 0.0 0.1
H -2.780344 3.502730 3.275886 0.0 0.0 -0.1
H -4.021452 3.651421 1.992419 0.1 0.0 0.0
```
Positions in Å, forces in eV/Å.

Results
* LUMO energy: 0.02925 hartree
* highest occupied orbital energy: -9.63 eV
* gap between HOMO and LUMO: 10.429 eV
* calculated total energy: -789.59812 Eh
* total charge: 0
* relative energy (zero: lowest compared OMol25 entry of this formula, charge and spin): 47.3 kcal per mole

---

Q: What is the total charge in the second record?
A: 0